No. 1
8
Properties=species:S:1:pos:R:3:forces:R:3 method="wB97M-V/def2-TZVPD" spin_multiplicity=1 gap_ha=0.3129 total_charge=+3 homo_ev=-21.5
Na -2.583191 -1.057928 -0.122034 -1.9 -1.1 0.7
Na -1.456391 2.061842 0.320346 -0.1 2.0 1.3
Na 0.529599 -2.061757 -0.855034 1.5 -2.0 -0.2
Na -0.853791 0.665362 -2.505094 0.2 0.7 -2.2
Cl -0.436461 -0.025177 -0.258254 -2.2 0.1 -1.2
O 1.491419 0.454403 1.343516 0.2 0.0 0.1
H 2.234419 -0.124817 1.512856 0.7 0.1 0.6
H 1.074399 0.088072 0.563696 1.7 0.3 0.9

---

No. 2
5
Properties=species:S:1:pos:R:3:forces:R:3 method="wB97M-V/def2-TZVPD" spin_multiplicity=1 gap_ha="0.2822 / 0.2821" homo_ev="-9.8 / -9.8" relative_energy_kj_mol=193.6
O -0.559459 -0.338881 -0.947966 0.9 1.8 -0.4
P 0.865253 0.047684 -0.316887 -0.9 -2.4 2.8
Cl -0.535795 0.136205 2.201718 1.4 0.0 -2.0
H -0.661065 -1.229485 -0.656448 -0.7 -1.5 0.1
H 0.891066 1.384477 -0.280417 -0.7 2.1 -0.4

---

No. 3
8
Properties=species:S:1:pos:R:3:forces:R:3 method="wB97M-V/def2-TZVPD" spin_multiplicity=1 gap_ha="0.2811 / 0.2811" homo_ev="-10.2 / -10.2" relative_energy_kj_mol=169.1
N 0.299997 -1.205119 -1.166334 -0.9 1.8 -0.9
N -0.826243 0.067116 0.876939 0.9 0.3 1.3
O 1.465723 -0.776898 1.024892 2.0 -0.2 1.2
S 0.570429 -0.354164 0.046784 -3.2 1.5 -1.1
Cl 1.152852 2.144921 -1.108160 -0.5 -2.0 1.1
H -0.327071 -0.682430 -1.870097 1.3 -1.0 1.3
H -0.795881 0.365704 1.940761 0.3 -0.5 -3.3
H -1.539807 0.440870 0.255215 0.1 0.2 0.5